Record 1
A 10-piece molecular cluster, C5H28N2O10 overall, computed with wB97M-V/def2-TZVPD.

Computed properties:
total charge	0
orbital gap	9.990	eV
SMILES	N/C=N/CCCC=O.O.O.O.O.O.O.O.O.O
relative energy (zero: lowest compared OMol25 entry of this formula, charge and spin)	210.7	kJ/mol
HOMO	-9.63	eV

```
45
Properties=species:S:1:pos:R:3:forces:R:3:mulliken_charge:R:1
N 0.83597 1.38079 2.02149 0.84 -1.18 0.21 -0.46
C 1.51144 0.38973 1.32373 -1.09 2.11 -0.21 -0.18
N 1.19222 0.18691 0.10375 0.71 -0.72 0.62 -0.35
C 1.82245 -0.94718 -0.51806 -0.43 -3.04 -0.54 -0.69
C 0.74564 -1.68342 -1.42882 1.77 0.56 -0.06 -0.29
C 0.00600 -2.82761 -0.73225 -1.04 0.15 1.12 -0.79
C -0.99756 -2.23586 0.26531 -0.09 -1.31 0.26 0.05
O -0.85834 -2.26843 1.48292 0.00 0.43 -0.60 -0.60
H -0.07913 1.67385 1.68037 0.49 0.14 0.23 0.12
H 0.98384 1.30229 3.01956 -0.22 0.42 -0.03 0.36
H 2.35901 -0.02227 1.86962 -0.15 -0.53 -0.13 0.47
H 2.04282 -1.80604 0.15028 0.46 0.97 0.57 0.24
H 2.75886 -0.77637 -1.05705 -0.31 0.54 -0.18 0.46
H 1.22403 -2.12002 -2.32213 -0.25 0.57 0.16 0.42
H 0.13650 -0.81540 -1.63559 -0.87 -0.52 -0.90 -0.10
H -0.58043 -3.44713 -1.43887 0.17 0.57 0.10 0.41
H 0.62877 -3.55367 -0.16645 0.11 0.70 -0.37 0.38
H -1.96164 -1.89483 -0.12800 0.17 0.39 -0.27 0.43
O -0.38622 3.69410 -2.69631 -0.29 -0.79 0.49 -0.85
H -0.53816 3.16259 -1.87010 0.17 0.46 -0.65 0.47
H -0.88672 3.14103 -3.32213 -0.01 0.25 -0.15 0.36
O -1.90479 2.10169 1.67697 -0.63 -0.02 0.68 -0.76
H -2.02807 1.37023 2.33690 -0.16 0.04 -0.59 0.43
H -2.61358 2.71029 1.91440 0.15 0.21 -0.19 0.26
O -2.28127 -0.43662 -1.99501 -0.04 -0.16 0.01 -0.61
H -3.00050 -0.40017 -2.63543 0.13 0.34 0.20 0.27
H -2.10146 0.45258 -1.61749 -0.07 -0.24 -0.36 0.37
O -0.96759 1.69220 -0.89608 0.19 0.17 -0.43 -0.65
H -0.10356 1.23077 -0.71572 -0.57 0.19 0.49 0.59
H -1.33234 2.07052 -0.07912 0.24 -0.46 0.14 0.29
O 1.00841 -0.77735 4.81917 -0.65 0.46 -0.09 -0.66
H 1.92941 -0.61288 5.02721 0.15 -0.25 -0.17 0.30
H 0.96657 -1.36701 4.04288 0.69 -0.05 0.34 0.35
O -1.80573 0.06224 3.40670 0.69 0.19 -0.22 -0.73
H -1.81819 -0.86506 3.12907 -0.07 0.08 -0.12 0.35
H -0.88101 0.33731 3.23201 -0.41 -0.54 0.53 0.29
O 1.57446 2.18677 -3.92163 0.66 -0.05 0.17 -0.69
H 0.96084 2.76676 -3.41677 0.38 0.08 0.10 0.45
H 2.41381 2.13062 -3.44402 -0.41 0.17 -0.14 0.28
O -0.74231 1.28552 -4.66312 0.33 -0.48 0.04 -0.69
H -0.76954 0.52210 -4.06999 -0.42 0.09 0.04 0.31
H 0.22839 1.36453 -4.77320 -0.43 0.31 -0.04 0.36
O 1.47597 -2.57542 2.73227 -1.07 -0.15 -0.27 -0.69
H 1.18181 -3.42381 3.09668 0.47 0.06 0.14 0.32
H 0.65090 -2.35888 2.21203 0.73 -0.14 0.08 0.40
```
Forces are in eV/Å.

***

Record 2
A 10-piece molecular cluster, C5H28N3O9 overall, computed with wB97M-V/def2-TZVPD.

Computed properties:
total charge	+1
orbital gap	7.673	eV
relative energy (zero: lowest compared OMol25 entry of this formula, charge and spin)	444.5	kJ/mol
HOMO	-10.63	eV

```
45
Properties=species:S:1:pos:R:3:forces:R:3:mulliken_charge:R:1
C -0.75691 2.75643 0.21950 2.33 -1.14 0.64 -1.00
C -0.40938 1.28006 -0.24253 0.35 1.13 3.19 1.51
C 0.20274 1.21832 -1.51185 3.04 -0.73 -4.76 0.01
C 0.38768 2.10059 -2.62179 -2.84 -0.75 4.38 -0.51
N 1.07924 1.50397 -3.58201 1.39 1.22 -1.11 -0.57
C 1.52204 0.38112 -3.13498 3.06 -2.43 1.52 -0.34
N 1.01476 0.10760 -1.81749 -2.15 2.94 -3.40 0.16
N -2.00183 2.78234 1.06397 0.41 -0.24 3.29 -0.19
H -0.55742 3.52276 -0.51411 -1.82 0.08 -0.93 0.51
H 0.10658 3.09439 0.78815 -0.26 -0.37 1.22 0.34
H 0.40494 0.78306 0.41372 -1.54 1.00 -0.07 -0.03
H -1.30871 0.71752 -0.12159 -0.50 -0.48 -0.20 -0.58
H -0.03849 3.10152 -2.43383 0.41 -0.39 -1.68 0.26
H 2.66419 -0.04226 -3.52065 -4.21 0.58 0.95 0.32
H 1.13517 -0.66367 -1.21346 0.48 -0.82 -0.05 0.12
H -2.43043 3.69444 1.28624 0.62 -0.02 -0.52 0.44
H -2.76647 2.24545 0.66121 -0.20 -0.51 -0.43 0.29
H -1.82342 2.36673 2.12400 -0.30 0.65 -3.07 0.34
H -1.59871 -1.10877 0.54273 -0.71 -0.43 0.50 0.29
H -2.72720 -0.94519 1.57950 -0.43 -0.33 2.80 0.24
O -2.53691 -0.87725 0.68698 1.20 0.30 -2.92 -0.60
H 2.03618 -2.51680 3.45870 0.95 -0.55 0.77 0.29
H 0.49782 -2.48345 3.57171 0.45 -0.07 -0.16 0.31
O 1.25758 -2.19722 3.04322 -1.32 0.73 -0.68 -0.59
H -3.30122 0.28445 -0.46914 0.20 -0.96 0.86 0.26
H -3.80343 0.81005 -1.71753 -0.26 0.35 -1.32 0.36
O -4.06063 0.74544 -0.81108 -0.10 0.85 0.44 -0.63
H -1.52682 -3.76914 0.36956 1.27 1.02 -0.21 0.32
H -0.50864 -3.00457 -0.58297 -0.34 -0.59 0.96 0.36
O -0.70997 -3.19503 0.37062 -1.00 -0.38 -0.98 -0.65
H -2.19072 0.37757 4.62351 0.86 2.42 -2.66 0.33
H -0.85929 1.06125 4.33606 -0.31 0.54 -0.91 0.36
O -1.75308 1.04932 3.91959 -0.86 -2.75 3.21 -0.69
H 1.39179 -4.69352 0.21093 0.01 0.90 0.52 0.32
H 2.05162 -3.20411 0.55654 -0.64 -1.76 0.10 0.35
O 2.00551 -3.98895 -0.04391 1.18 0.64 0.78 -0.68
H 0.84103 0.63015 2.92320 -0.33 -0.06 -0.18 0.35
H 1.72154 1.36628 3.88941 -2.25 0.71 -1.01 0.31
O 0.81498 1.46429 3.41287 2.86 -0.74 1.17 -0.67
H 3.85088 0.19094 -0.52012 -1.38 0.68 -0.43 0.28
H 3.61927 1.12874 -1.64875 -0.69 0.04 0.15 0.30
O 3.08481 0.64338 -0.98894 3.81 -0.39 1.28 -0.56
H 1.98811 -3.20854 -2.79291 -1.19 0.53 1.48 0.28
H 1.60765 -3.00731 -1.24588 0.58 -0.98 -0.21 0.33
O 1.29796 -2.88205 -2.14629 0.20 0.58 -2.31 -0.64
```
Forces are in eV/Å.

***

Record 3
A 9-piece molecular cluster, C5H28NO8S2 overall, computed with wB97M-V/def2-TZVPD.

Computed properties:
total charge	-1
orbital gap	6.811	eV
relative energy (zero: lowest compared OMol25 entry of this formula, charge and spin)	0.0	kJ/mol
HOMO	-4.14	eV

```
44
Properties=species:S:1:pos:R:3:forces:R:3:mulliken_charge:R:1
C -0.08282 -0.92620 1.37913 -0.43 -0.63 -0.73 -0.17
C 0.13145 -0.56650 2.83404 0.89 0.13 2.21 -0.68
S -1.33181 -0.71995 3.91735 -0.83 0.54 -1.23 -0.27
C -0.43989 0.22461 0.46091 -0.03 -1.75 -4.51 2.13
N -1.90296 0.39268 -0.01230 4.28 -1.04 1.69 -0.17
C -2.19064 0.23735 -1.41212 -5.71 -1.35 0.64 -0.80
C -2.68904 1.48331 -2.23018 4.07 -1.51 0.29 -0.84
S -1.16000 2.00124 -3.20690 -0.94 0.43 0.06 -0.61
H 0.86662 -1.33051 0.99054 -0.24 0.15 0.42 -0.09
H -0.83795 -1.76366 1.10489 1.05 1.24 1.25 0.40
H 0.77975 -1.26454 3.36580 0.29 -0.44 -0.57 0.43
H 0.67653 0.40187 3.12545 -1.00 -0.99 -1.37 0.22
H -2.13790 -0.34671 2.87334 -0.02 -0.14 0.87 0.15
H 0.18674 -0.06912 -0.48462 -1.58 0.22 1.01 -0.58
H 0.09492 1.12547 0.53767 -0.20 1.09 1.41 -1.12
H -2.16599 1.24475 0.39604 -0.98 1.39 0.03 0.39
H -3.22249 -0.40418 -1.23234 1.78 0.97 -1.23 0.33
H -1.59406 -0.48232 -1.99138 0.19 0.65 0.57 0.32
H -3.12161 2.23569 -1.60529 -0.27 0.47 0.32 0.36
H -3.31996 1.09932 -2.95668 -1.70 -0.38 -1.11 0.40
H 1.91754 3.04930 1.78329 -0.35 0.40 -0.48 0.29
H 1.14760 2.39343 0.51050 -0.06 1.34 -0.58 0.38
O 1.75530 2.27301 1.24812 1.24 -1.31 1.37 -0.65
H -0.36064 -4.11540 0.36063 1.18 0.02 0.23 0.29
H -1.33830 -3.64037 -0.71156 0.31 -1.26 2.54 0.37
O -1.29072 -4.10459 0.21470 -1.45 1.18 -2.69 -0.67
H 3.13114 0.44240 -0.24907 -0.15 0.49 0.19 0.35
H 2.34220 -0.41540 -1.21962 -0.99 0.29 -0.85 0.32
O 3.21940 -0.26594 -0.88735 0.94 -0.46 0.63 -0.77
H -0.02077 0.16500 -2.69719 1.89 -0.29 0.27 -0.08
H 1.07310 0.32184 -3.54478 1.07 0.86 -1.65 0.33
O 0.96170 -0.21642 -2.78943 -2.74 -0.41 1.39 -0.66
H 0.09221 2.34835 2.75860 -0.50 0.60 -0.23 0.28
H 0.01214 2.62501 4.21457 -1.19 0.96 -1.46 0.34
O -0.38623 2.97152 3.34914 1.68 -1.50 1.62 -0.65
H -0.47674 2.57798 -1.12644 0.72 0.16 -0.66 0.11
H 0.69024 3.44574 -1.55873 0.54 1.26 -2.06 0.35
O 0.41645 2.90300 -0.86938 -1.09 -1.23 2.67 -0.69
H 1.15994 -2.77764 -1.54346 -0.16 -0.27 0.09 0.31
H 0.15329 -2.01545 -2.35708 0.32 -1.64 0.41 0.40
O 0.30087 -2.93584 -1.96182 -0.05 1.91 -0.59 -0.70
H 3.12947 -3.29394 0.20374 1.28 -2.03 -2.17 0.27
H 2.98945 -1.70491 0.30137 0.28 -1.48 -0.06 0.39
O 2.84248 -2.60329 0.71791 -1.35 3.36 2.07 -0.66
```
Forces are in eV/Å.

***

Record 4
A 9-piece molecular cluster, C5H28NO9 overall, computed with wB97M-V/def2-TZVPD.

Computed properties:
total charge	+1
orbital gap	10.574	eV
relative energy (zero: lowest compared OMol25 entry of this formula, charge and spin)	51.0	kJ/mol
HOMO	-12.98	eV

```
43
Properties=species:S:1:pos:R:3:forces:R:3:mulliken_charge:R:1
O 3.42782 1.63793 -0.89996 0.34 0.04 -0.31 -0.45
C 2.54802 0.92383 -1.27735 -0.86 -0.31 0.16 -0.26
C 1.36271 0.67090 -0.36249 -0.11 -0.42 0.56 -0.03
C 1.74885 -0.38733 0.71689 -0.70 -0.46 0.46 0.62
C 1.71703 0.28359 2.09051 -0.45 0.26 -0.02 -1.69
C 0.84439 -1.64964 0.79294 0.60 0.20 -0.37 -1.41
N 0.10784 0.29906 -1.06754 0.78 0.40 -0.09 0.14
H 2.51439 0.36996 -2.23510 0.40 0.17 -0.16 0.36
H 1.15695 1.59445 0.14736 -0.10 0.47 0.15 0.31
H 2.74695 -0.76912 0.52038 0.26 0.29 -0.14 0.43
H 2.21225 1.25262 2.07808 0.65 -0.26 0.24 0.40
H 2.05949 -0.41041 2.85635 0.38 0.29 0.07 0.45
H 0.69752 0.56208 2.38792 -0.11 -0.31 -0.30 0.28
H 0.50698 -2.00614 -0.18011 -0.21 0.02 0.01 0.31
H 0.01485 -1.47278 1.46869 -0.31 -0.08 -0.13 0.37
H 1.43980 -2.48207 1.16548 -0.01 0.09 0.25 0.41
H -0.13841 1.01025 -1.76038 -0.19 -0.06 -0.13 0.46
H 0.22727 -0.60488 -1.53532 -0.39 0.10 -0.41 0.23
H -0.70569 0.29402 -0.44668 0.00 -0.28 0.05 0.13
H -3.13855 -1.00564 1.10554 0.04 0.05 -0.31 0.27
H -2.92191 -0.48402 2.51177 0.12 0.01 0.09 0.30
O -2.57995 -0.39972 1.61449 -0.15 -0.05 0.28 -0.58
H 0.36765 -1.91829 -3.78122 0.03 -0.35 0.03 0.27
H 1.42674 -2.15801 -2.60089 -0.14 -0.39 -0.60 0.40
O 0.95736 -1.50090 -3.15248 0.10 0.69 0.68 -0.63
H -2.73381 0.73096 -1.87493 -0.03 0.15 -0.07 0.31
H -3.20295 -0.62082 -1.27518 -0.16 -0.02 -0.08 0.28
O -2.42895 -0.13466 -1.58081 -0.07 -0.30 0.12 -0.59
H 0.86729 4.40104 3.89144 0.28 0.22 0.04 0.31
H 2.24652 3.75787 3.54324 0.00 0.32 0.06 0.32
O 1.33176 3.57110 3.76523 -0.34 -0.55 -0.18 -0.62
H 3.41294 -3.11110 -2.16279 0.31 0.12 -0.03 0.31
H 2.39657 -4.22638 -2.08150 -0.09 -0.05 0.11 0.29
O 2.55074 -3.31826 -1.79659 -0.15 -0.09 -0.01 -0.63
H -1.82899 2.47369 -0.62038 0.18 0.28 -0.37 0.41
H -1.45015 3.37509 -1.85215 -0.19 0.06 0.06 0.29
O -1.76448 2.50095 -1.60330 0.16 -0.11 -0.01 -0.70
H -4.14976 -2.95700 -0.53160 0.22 0.11 -0.15 0.30
H -5.15240 -2.18026 0.24581 -0.78 0.21 0.37 0.30
O -4.36361 -2.05286 -0.26840 0.64 -0.23 -0.14 -0.64
H -0.89675 2.61419 1.59678 -0.09 -0.12 0.54 0.29
H -1.97871 1.41774 1.44150 0.19 0.00 0.28 0.30
O -1.45561 2.10901 1.00674 -0.03 -0.09 -0.63 -0.62
```
Forces are in eV/Å.

***

Which formula does entry 1 have? C5H28N2O10

***

What is the formula in the second record? C5H28N3O9

***

Number 3 is which compound? C5H28NO8S2